(1)
C15H16ClNO2S | the ωB97M-V functional and the def2-TZVPD basis

Element x y z (Å)
O  -1.26903  -1.02598  2.47233
C  -0.99875  -1.26251  1.27044
N  -1.67531  -2.03308  0.50642
H  -1.41247  -2.03686  -0.59007
C  -2.74832  -2.80617  0.64834
C  -2.49918  -4.09042  0.70640
C  -1.92460  -4.83305  1.56383
C  -1.60588  -6.29372  0.95832
C  -2.24867  -6.09915  -0.22535
O  -2.82367  -4.87807  -0.37742
H  -2.45621  -6.72217  -0.82623
H  -1.10487  -7.10431  1.39598
H  -1.37997  -4.80086  2.38499
H  -2.94699  -2.42553  1.99891
H  -3.56606  -2.55302  0.18944
C  0.11893  -0.26590  0.55723
C  0.97430  0.28717  1.45103
H  0.44771  0.91824  2.27605
H  1.77763  -0.55555  2.18175
S  2.21990  1.52908  0.85912
C  1.28105  2.92995  0.53479
C  1.53234  3.84270  -0.53826
C  2.61109  4.62290  -0.51869
C  2.89716  5.40087  -1.68468
C  2.60072  4.90851  -2.93142
C  1.28154  4.02318  -2.99311
C  0.83509  3.41857  -2.03673
Cl  -0.29253  2.25057  -1.84896
H  0.70941  4.02304  -3.95924
H  2.53535  5.54300  -3.87814
H  3.87842  5.94368  -1.66394
H  3.20951  4.74051  0.21064
H  1.33888  3.53812  1.51836
H  0.13284  2.58247  0.42914
H  -0.26010  0.38372  -0.18567
H  0.83076  -1.09988  0.14438

Calculated values
**E_tot**: -1644.3614 hartree
**Largest force on an atom**: 12.117 eV/A
**ΔE to the lowest compared entry with this formula, charge and spin**: 295.9 kcal per mole
**E_HOMO**: -8.44 eV
**E_LUMO**: 0.3 eV



(2)
C15H16ClNOS2 | the ωB97M-V functional and the def2-TZVPD basis

Element x y z (Å)
O  2.75375  1.83143  1.26366
C  2.32407  1.75039  0.13521
C  1.68692  2.91519  -0.60778
C  0.16999  2.80213  -0.75866
S  -0.73231  3.06253  0.80399
C  -0.75471  1.36241  1.49685
C  -1.68631  0.49766  0.71841
C  -1.21845  -0.35305  -0.27626
C  -2.09844  -1.12201  -1.01796
C  -3.45948  -1.04955  -0.78676
C  -3.92594  -0.19285  0.19904
Cl  -5.62559  -0.09046  0.50050
C  -3.05599  0.57850  0.94708
N  2.38985  0.60383  -0.58846
C  3.02260  -0.59852  -0.07306
C  2.03375  -1.69072  0.17657
C  1.58579  -2.63339  -0.69924
C  0.60111  -3.48026  -0.14389
C  0.31238  -3.16474  1.14343
S  1.23736  -1.83410  1.71040
H  2.13670  2.98858  -1.60164
H  1.91846  3.82400  -0.05027
H  -0.18850  3.59254  -1.41825
H  -0.14237  1.83905  -1.16266
H  -1.09705  1.49939  2.52107
H  0.26684  0.98974  1.50341
H  -0.15801  -0.43209  -0.46009
H  -1.71907  -1.78519  -1.78087
H  -4.15217  -1.64572  -1.35901
H  -3.43613  1.24674  1.70417
H  2.02899  0.57842  -1.52860
H  3.78022  -0.94024  -0.78646
H  3.50730  -0.30404  0.86173
H  1.95193  -2.72652  -1.70691
H  0.13351  -4.28575  -0.68074
H  -0.39099  -3.63332  1.80205

Calculated values
**E_tot**: -1967.7771 hartree
**Largest force on an atom**: 0.671 eV/A
**SMILES**: O=C(CCSCc1cccc(Cl)c1)NCc1cccs1
**E_HOMO**: -8.56 eV
**E_LUMO**: 0.5 eV



(3)
C15H16N2O2 | the ωB97M-V functional and the def2-TZVPD basis

Element x y z (Å)
C  -3.99251  1.10668  4.08913
C  -3.81412  2.06105  2.91152
O  -2.48328  1.87691  2.12794
C  -2.18832  0.83391  1.38735
O  -2.99388  0.19936  1.05225
C  -0.90599  0.56917  0.84573
C  -0.78219  0.32076  -0.53374
C  -1.23695  1.61754  -1.26818
N  -1.62299  2.91224  -1.77636
C  0.55092  0.09071  -1.02085
C  1.44940  0.96980  -1.68433
N  2.78194  0.32710  -1.86095
C  3.86633  1.00968  -2.52595
C  2.45247  -0.85764  -1.64023
C  3.34518  -2.07658  -1.76340
C  2.62750  -3.43775  -1.36021
C  1.55682  -3.52874  -0.81586
C  0.61467  -2.45757  -0.84552
C  1.28746  -1.24935  -1.02105
H  -4.99026  1.30305  4.46990
H  -3.22571  1.25980  4.68929
H  -3.99873  0.08421  3.61071
H  -4.58417  1.83869  2.14151
H  -3.72762  3.08227  3.15577
H  -0.28043  1.41353  1.19643
H  -0.45177  -0.23574  1.35334
H  -1.58398  -0.27993  -1.01939
H  1.41808  1.94725  -1.70631
H  3.99873  0.25506  -3.35917
H  3.86838  1.94795  -2.55104
H  4.72066  0.71888  -1.73110
H  4.18560  -2.02056  -2.12711
H  3.21105  -4.45633  -1.62631
H  1.26889  -4.51422  -0.51777
H  -0.34118  -2.63118  -0.27604

Calculated values
**E_tot**: -840.7254 hartree
**Largest force on an atom**: 18.521 eV/A
**ΔE to the lowest compared entry with this formula, charge and spin**: 310.8 kcal per mole
**SMILES**: CCOC(=O)C[C@@H](C#N)c1cn(C)c2ccccc12
**E_HOMO**: -7.82 eV
**E_LUMO**: 0.2 eV



(4)
C15H16N2O2S | the ωB97M-V functional and the def2-TZVPD basis

Element x y z (Å)
O  -1.91951  -1.29670  0.41842
C  -2.49487  -0.25498  0.15990
N  -1.89048  0.95549  -0.00719
C  -0.53194  1.28486  0.07713
C  -0.17489  2.61340  -0.13898
C  1.15876  2.96901  -0.06504
C  2.13043  2.03135  0.21686
C  1.79038  0.68791  0.42536
N  2.77038  -0.22688  0.77375
C  4.04000  -0.23403  0.07296
C  3.96565  -1.18814  -1.12935
O  3.62333  -2.49552  -0.73132
C  2.38407  -2.51286  -0.05062
C  2.42637  -1.58009  1.16538
C  0.44032  0.33424  0.34991
C  -3.95678  -0.22560  -0.00052
C  -4.84304  0.77939  -0.29048
C  -6.17453  0.32949  -0.34459
C  -6.28145  -1.00511  -0.09601
S  -4.76651  -1.74100  0.20827
H  -2.49121  1.73897  -0.21783
H  -0.93046  3.35410  -0.35771
H  1.44459  3.99900  -0.22041
H  3.15676  2.35237  0.29979
H  4.30184  0.76307  -0.27358
H  4.81237  -0.58548  0.76554
H  4.93472  -1.26553  -1.62557
H  3.21933  -0.80478  -1.84432
H  2.21974  -3.54727  0.25395
H  1.57901  -2.20220  -0.73276
H  1.48018  -1.59392  1.70248
H  3.21515  -1.92677  1.84323
H  0.12153  -0.68245  0.48910
H  -4.57335  1.80723  -0.46229
H  -7.01248  0.96870  -0.55833
H  -7.17342  -1.59927  -0.07512

Calculated values
**E_tot**: -1239.3724 hartree
**Largest force on an atom**: 0.720 eV/A
**ΔE to the lowest compared entry with this formula, charge and spin**: 42.4 kcal per mole
**SMILES**: O=C(Nc1cccc(N2CCOCC2)c1)c1cccs1
**E_HOMO**: -7.57 eV
**E_LUMO**: 0.3 eV